Entry 1:
{"formula": "C27H46F3NO10", "method": "ωB97M-V/def2-TZVPD", "elements": ["F", "F", "F", "O", "O", "O", "O", "O", "O", "O", "O", "O", "O", "N", "C", "C", "C", "C", "C", "C", "C", "C", "C", "C", "C", "C", "C", "C", "C", "C", "C", "C", "C", "C", "C", "C", "C", "C", "C", "C", "C", "H", "H", "H", "H", "H", "H", "H", "H", "H", "H", "H", "H", "H", "H", "H", "H", "H", "H", "H", "H", "H", "H", "H", "H", "H", "H", "H", "H", "H", "H", "H", "H", "H", "H", "H", "H", "H", "H", "H", "H", "H", "H", "H", "H", "H", "H"], "coordinates": [[1.3705, -6.2820, 3.5269], [2.5328, -6.0914, 1.7089], [0.5475, -7.0218, 1.6552], [-2.8668, -4.2496, -2.3522], [-3.6540, 4.5209, -3.1885], [3.6899, 5.4786, -0.2718], [1.8419, 3.2943, -0.9541], [-3.9693, 2.4906, -1.0778], [-1.1761, 1.2790, 4.1329], [-0.7387, -4.7035, 2.1055], [4.1005, -0.2514, 0.3438], [-3.5928, -1.4589, -1.8228], [-0.3758, -1.6198, 1.2431], [5.1990, -2.6456, -0.4293], [4.4983, 5.1067, -1.3737], [-3.1526, -4.5488, -0.9955], [-4.6976, 5.2691, -2.5923], [-3.9143, -3.5475, -3.0044], [2.9711, -2.3304, 0.6457], [-1.9040, 0.0966, 3.5148], [-2.7894, 2.6969, -1.8380], [-2.6421, 4.1391, -2.2695], [1.4478, -0.7420, 2.5076], [3.4978, 0.5205, 3.1030], [2.3227, 5.6485, -0.6103], [-0.5320, 0.5583, 3.1774], [3.3581, -0.9389, 1.0139], [1.4935, 4.4492, -0.2076], [3.9497, -3.2846, 0.0136], [1.2729, -6.0372, 2.1919], [4.8349, 0.5405, 3.1118], [0.8045, -1.6554, 1.5284], [-3.6170, -2.0676, -3.1036], [0.6182, -0.3151, 3.6776], [2.7171, -0.3788, 2.2547], [2.6809, 2.3978, -0.2429], [0.6627, -4.6561, 1.9727], [1.7044, -2.6772, 0.8964], [-5.0233, 1.9047, -1.8260], [1.0719, -4.0052, 0.6356], [-2.2804, -1.2356, -1.3373], [-2.6726, -1.9009, -3.6299], [3.4529, -3.7493, -0.8392], [-5.0590, 4.7981, -1.6753], [-4.3602, 6.2874, -2.3694], [-3.8882, -5.3578, -0.9292], [5.3402, 1.2738, 3.7173], [-2.3525, -0.9937, -0.2797], [-5.5172, 5.3210, -3.3071], [1.9614, 6.5245, -0.0621], [-1.6814, 4.2545, -2.7816], [4.0563, 4.2828, -1.9387], [-4.8660, -3.7101, -2.4903], [4.6547, 5.9621, -2.0400], [-4.4153, -1.5860, -3.6787], [0.1432, -3.8277, 0.0996], [2.2109, 5.8464, -1.6803], [-4.8176, 0.8436, -2.0019], [1.1620, 0.3202, 4.3615], [3.0724, 1.6731, -0.9516], [-2.6450, 4.7991, -1.3967], [-0.4186, 1.0116, 2.2089], [0.4405, 4.6652, -0.4183], [5.6072, -3.2536, -1.1284], [-1.9411, 2.4374, -1.1954], [1.0453, -4.0439, 2.7864], [-3.5257, -3.6735, -0.4593], [4.1823, -4.0886, 0.7073], [-2.7702, 2.0339, -2.7083], [1.5930, 4.2605, 0.8657], [-1.8213, -0.3894, -1.8625], [0.1531, -1.1576, 4.1693], [1.6975, -4.6554, 0.0430], [5.4625, 4.7864, -0.9828], [-2.6477, 0.5738, 2.8994], [-3.9984, -3.9581, -4.0157], [-0.9833, -4.3048, 2.9375], [4.9781, -1.7973, -0.9337], [-2.1275, -0.3871, 4.4486], [3.5205, 2.9122, 0.2289], [-1.6498, -2.1203, -1.4477], [-2.2282, -4.8785, -0.5240], [-5.9358, 1.9899, -1.2375], [5.4321, -0.1483, 2.5402], [2.9679, 1.1995, 3.7467], [-5.1770, 2.4129, -2.7813], [2.1030, 1.8651, 0.5220]], "atomic_forces_ev_per_a": [[-0.14, -0.06, -0.44], [-0.27, -0.16, -0.01], [0.36, 0.19, -0.07], [-0.07, 0.08, 0.11], [-0.08, -0.01, 0.11], [-0.01, -0.09, -0.10], [0.11, 0.03, 0.10], [-0.07, 0.07, -0.14], [-0.26, 0.94, 0.19], [0.04, -0.41, -0.36], [-0.17, -0.32, 0.13], [0.09, -0.07, -0.06], [0.12, -0.05, 0.40], [-0.12, -0.28, -0.05], [0.02, 0.04, 0.04], [0.04, -0.04, -0.04], [0.02, 0.01, -0.05], [0.27, -0.15, -0.18], [-0.09, -0.36, 0.11], [0.61, 3.12, 0.69], [0.01, -0.01, 0.35], [0.07, -0.04, -0.32], [0.32, -0.18, 0.19], [0.77, -0.08, -0.35], [0.11, 0.11, 0.29], [-0.29, -2.14, 0.39], [0.17, 0.45, -0.11], [-0.16, -0.09, -0.28], [0.26, 0.41, -0.76], [0.01, -0.06, 0.62], [-0.69, 0.16, 0.15], [0.06, -0.19, -0.39], [-0.30, 0.11, 0.13], [-0.27, 1.06, -1.11], [-0.28, -0.27, 0.42], [-0.10, 0.02, -0.10], [-0.11, 0.48, 0.03], [0.22, 0.22, 0.05], [-0.01, -0.12, 0.03], [-0.42, 0.06, 0.01], [-0.03, 0.14, 0.08], [0.03, -0.04, 0.00], [-0.25, -0.18, -0.02], [0.01, 0.01, 0.01], [-0.03, 0.00, 0.06], [-0.03, 0.03, 0.04], [0.19, -0.03, 0.19], [-0.03, 0.02, -0.01], [0.03, 0.01, -0.04], [-0.03, 0.01, -0.04], [0.02, 0.00, 0.05], [-0.01, 0.01, -0.01], [-0.02, 0.04, 0.03], [-0.01, -0.04, -0.05], [0.02, -0.02, -0.04], [-0.14, -0.07, -0.15], [-0.02, -0.03, -0.03], [-0.01, 0.01, -0.05], [0.37, -0.26, 0.35], [-0.05, -0.01, -0.04], [-0.02, -0.01, 0.04], [0.14, 0.29, -0.39], [0.00, 0.03, 0.05], [0.24, -0.14, 0.13], [0.04, -0.01, -0.05], [0.40, -0.03, 0.14], [-0.01, 0.01, 0.00], [0.05, -0.04, 0.23], [-0.01, 0.02, -0.04], [0.04, 0.02, 0.02], [0.08, -0.04, 0.00], [0.27, -0.28, 0.36], [0.17, -0.08, -0.11], [0.00, 0.04, 0.04], [-0.71, -0.79, -0.11], [-0.05, 0.01, 0.00], [-0.18, 0.06, 0.26], [0.00, 0.21, 0.16], [-0.28, -1.44, -0.61], [-0.01, 0.00, 0.04], [-0.01, -0.01, -0.02], [0.01, -0.02, -0.03], [0.04, 0.01, 0.07], [0.11, 0.00, -0.23], [-0.19, 0.19, 0.07], [0.05, 0.03, 0.00], [0.06, 0.00, 0.05]], "multiplicity": 1, "homo_ev": -9.10, "total_energy_ha": -2162.9042}



Entry 2:
{"formula": "C18H38N3OPPdSSi", "method": "ωB97M-V/def2-TZVPD", "elements": ["Pd", "S", "P", "Si", "O", "N", "N", "N", "C", "C", "C", "C", "C", "C", "C", "C", "C", "C", "C", "C", "C", "C", "C", "C", "C", "C", "H", "H", "H", "H", "H", "H", "H", "H", "H", "H", "H", "H", "H", "H", "H", "H", "H", "H", "H", "H", "H", "H", "H", "H", "H", "H", "H", "H", "H", "H", "H", "H", "H", "H", "H", "H", "H", "H"], "coordinates": [[0.4603, 0.3665, -0.7269], [-0.9573, 0.3530, 1.3742], [-0.3702, 0.2414, -2.9472], [2.7056, 0.5014, -1.2330], [-1.2407, 2.0241, -0.9718], [-1.3399, -0.6035, 3.8234], [0.8601, -0.0234, 3.4068], [-0.5458, -1.2679, -1.2651], [-0.0316, 1.7927, -3.8529], [-0.4166, -0.0942, 2.9387], [-1.4939, 3.5874, 0.8235], [0.3337, -1.0547, -4.0199], [-1.3936, -3.4689, -0.8309], [1.1085, -4.5506, -1.5550], [1.0027, -3.1844, -1.3308], [-0.0249, -5.3689, -1.4020], [1.2878, -0.9589, 4.4501], [-2.6571, -0.9780, 3.3150], [-0.0223, 4.1515, -1.1943], [-1.3716, -0.0759, 5.1956], [-1.2791, -4.8363, -1.0351], [1.9029, 0.5648, 2.5889], [-0.6124, 3.0502, -0.2801], [-0.2941, -2.5946, -1.1136], [3.2532, 2.2980, -0.9711], [-2.1550, 0.0581, -3.2404], [3.5522, -0.3345, -0.3237], [-0.5572, 2.6106, -3.3612], [-2.1563, -5.4818, -0.9021], [3.3111, 2.7933, -1.9560], [1.4163, -1.1103, -3.8786], [2.2973, -1.2925, 4.2042], [-2.2902, 0.5016, 5.3545], [-0.5046, 0.5654, 5.3889], [2.5754, 2.8498, -0.2983], [-1.5541, 2.8387, 1.6283], [-2.4966, 3.7516, 0.4249], [0.6075, -1.8198, 4.5019], [0.8756, 3.8111, -1.7396], [-3.1340, -1.5993, 4.0818], [1.8540, -2.5002, -1.4078], [-0.1055, -2.0206, -3.7524], [2.9558, 0.1550, -2.6717], [-2.4921, -0.8120, -2.6723], [0.2462, 5.0197, -0.5810], [-1.3685, -0.9053, 5.9152], [-0.3933, 1.7060, -4.8855], [2.1534, -0.0746, 1.7361], [0.1038, -0.8527, -5.0724], [-2.6500, 0.9556, -2.8721], [2.7931, 0.6902, 3.2028], [-1.1292, 4.5361, 1.2265], [-2.5229, -1.5464, 2.3906], [-0.7837, 4.4641, -1.9144], [1.5812, 1.5300, 2.2036], [1.0343, 2.0061, -3.8716], [4.2578, 2.2295, -0.5306], [0.0983, -6.4460, -1.5304], [2.0733, -4.9886, -1.8351], [-2.3577, -0.0803, -4.3087], [1.3176, -0.4828, 5.4370], [0.3085, 2.4951, 0.1650], [-2.3256, -2.9759, -0.5336], [-3.3001, -0.1152, 3.0916]], "atomic_forces_ev_per_a": [[-0.40, 0.22, 0.51], [0.41, -0.38, 1.55], [0.14, 1.03, -1.22], [-0.02, 0.48, -0.14], [0.08, 0.18, 0.00], [-0.09, 0.60, -0.02], [-0.85, -0.31, -0.15], [-0.61, -2.69, 1.21], [-0.25, -0.13, -0.78], [-0.21, -0.08, -0.56], [-0.23, -0.20, 0.51], [-0.01, -0.10, -0.11], [0.07, 0.27, -0.58], [-0.27, 0.09, 0.34], [-0.64, 0.39, -0.26], [0.00, -0.15, -0.02], [0.12, 0.05, 0.07], [0.08, -0.24, 0.03], [-0.15, -0.21, 0.16], [0.13, -0.29, 0.08], [0.45, 0.15, 0.29], [0.13, -0.03, -0.12], [1.96, -0.45, -0.38], [0.42, -0.09, 0.12], [0.31, -0.12, -0.16], [-0.01, -0.10, 0.11], [0.11, -0.13, -0.24], [0.06, -0.15, 0.02], [0.50, 0.20, -0.01], [0.00, 0.02, 0.51], [-0.12, 0.01, -0.07], [-0.12, -0.10, 0.03], [0.15, -0.01, -0.12], [-0.36, -0.14, -0.10], [0.38, -0.16, -0.30], [-0.14, 0.43, -0.27], [-0.04, 0.02, 0.02], [0.26, 0.28, -0.09], [-0.48, 0.07, 0.22], [0.04, 0.08, -0.17], [-0.25, -0.31, -0.10], [0.11, 0.15, -0.03], [0.31, -0.11, 0.23], [-0.07, 0.18, -0.16], [0.06, -0.11, -0.17], [0.03, 0.19, -0.06], [0.10, 0.15, 0.02], [-0.03, 0.03, 0.03], [0.08, 0.04, 0.14], [-0.07, -0.04, -0.01], [-0.03, 0.10, 0.03], [0.08, -0.13, -0.05], [-0.16, 0.05, 0.26], [0.07, 0.06, 0.00], [0.00, 0.01, 0.02], [0.13, -0.01, 0.04], [-0.17, 0.44, -0.11], [-0.17, 0.30, -0.08], [-0.41, 0.13, 0.21], [0.02, 0.07, 0.13], [0.07, -0.10, -0.13], [-0.92, 1.01, 0.02], [0.23, -0.35, -0.25], [0.20, -0.07, 0.10]], "relative_energy_ev": 0.000, "multiplicity": 5, "homo_ev": [-5.66, -7.55], "total_energy_ha": -2104.8548}



Entry 3:
{"formula": "C4H7NO", "method": "ωB97M-V/def2-TZVPD", "elements": ["O", "N", "C", "C", "C", "C", "H", "H", "H", "H", "H", "H", "H"], "coordinates": [[0.5958, 0.4030, -0.4563], [2.6542, 0.6425, 0.3189], [-1.1061, -1.0065, 0.5455], [1.7114, -0.1516, 0.0430], [-0.6756, -0.1974, -0.5567], [-1.5227, 1.3058, -0.5590], [-0.8716, -0.6467, -1.5280], [3.4860, 0.1350, 0.6012], [-1.8440, -1.8008, 0.3804], [-2.5611, 1.4071, -0.2431], [-0.6371, -1.0266, 1.5284], [1.7177, -1.2466, 0.1208], [-0.9469, 2.1829, -0.1951]], "atomic_forces_ev_per_a": [[0.68, 0.07, -0.24], [-0.07, -0.43, -0.08], [-0.41, -1.05, 0.82], [0.13, 0.07, -0.11], [-1.26, 3.36, -0.38], [0.61, -1.41, 0.95], [0.28, -0.09, -0.09], [-0.05, -0.09, 0.11], [0.19, 0.56, -0.03], [-0.09, -0.64, -0.36], [-0.04, 0.46, -0.32], [-0.05, 0.14, 0.05], [0.07, -0.95, -0.32]], "relative_energy_ev": 5.846, "multiplicity": 1, "homo_ev": [-8.61, -8.97], "total_energy_ha": -286.4168}



Entry 4:
{"formula": "C12H26BFN2O3Si2", "method": "ωB97M-V/def2-TZVPD", "elements": ["Si", "Si", "F", "O", "O", "O", "N", "N", "C", "C", "C", "C", "C", "C", "C", "C", "C", "C", "C", "C", "B", "H", "H", "H", "H", "H", "H", "H", "H", "H", "H", "H", "H", "H", "H", "H", "H", "H", "H", "H", "H", "H", "H", "H", "H", "H", "H"], "coordinates": [[-0.0202, -1.6153, -0.2591], [0.1930, 1.2236, 0.3099], [2.9180, 0.7395, 0.3403], [-0.1527, -0.0120, -0.8306], [-1.1063, 1.3818, 2.9766], [-2.5761, 2.0554, 1.1510], [0.3424, 5.0213, 0.4499], [0.4239, -1.7066, 3.0485], [-0.4867, -2.4299, 2.5064], [2.2230, 2.4758, 1.8197], [0.1205, -2.2614, -3.0981], [1.8538, 1.0488, 1.2340], [1.7466, -2.1528, 0.1794], [-0.5313, -2.7295, -1.7438], [2.4673, -2.9681, -0.7305], [-0.6218, -1.0343, -3.7588], [-3.1406, 1.2605, 0.1007], [-0.3556, 4.0743, -0.0641], [0.3322, 2.8501, -0.7384], [-1.2036, -2.0787, 1.1677], [-1.3019, 1.5840, 1.5739], [-1.6956, -0.9746, -3.4579], [2.6232, 3.0869, 0.9861], [-4.2413, 1.1854, 0.2907], [0.0556, -3.0991, -3.8274], [2.9952, 2.4077, 2.6115], [3.2891, -2.5732, -1.3625], [1.8409, 0.3675, 2.1110], [1.3293, 4.8038, 0.2907], [-3.0534, 1.7425, -0.9072], [1.2945, 2.9474, 2.2218], [-0.5600, -1.1132, -4.8683], [-0.1324, -0.0714, -3.4827], [-0.8062, -3.3567, 3.0476], [1.1898, -1.9844, -2.9807], [2.1769, -4.0412, -0.8352], [-0.1546, 2.6617, -1.7263], [-0.3738, -3.8027, -1.5001], [-1.4571, 4.1673, -0.0112], [-2.7634, 0.2173, 0.0510], [-2.0005, -1.3338, 1.4037], [1.4148, 3.0403, -0.9469], [-1.6375, -2.5502, -1.8547], [2.2617, -1.8654, 1.1223], [0.6887, -2.1999, 3.9087], [-1.6627, 0.6265, 3.2085], [-1.7451, -3.0152, 0.8730]], "atomic_forces_ev_per_a": [[-0.05, -1.95, -0.83], [0.46, 0.71, -1.81], [-0.50, -0.31, 0.36], [0.79, -0.72, 2.25], [-0.08, 0.12, -1.97], [1.45, -1.56, 0.35], [-0.87, -0.64, -0.43], [-0.82, -0.91, -0.42], [-0.07, 0.37, -0.05], [-0.57, -0.60, -0.40], [-0.62, 0.01, -0.37], [0.72, 1.38, 0.89], [0.31, -1.48, -0.24], [-0.38, 1.37, -0.05], [-0.99, 0.73, 0.84], [0.38, 0.03, 0.07], [-1.35, 0.16, -0.87], [1.72, 0.13, -0.16], [-0.72, 0.00, -0.23], [-0.17, -0.35, 1.44], [-1.57, 0.32, 1.84], [0.78, -0.12, -0.26], [-0.28, -0.25, 0.55], [0.88, 0.08, -0.01], [0.22, 0.42, 0.50], [-0.52, -0.04, -0.43], [0.79, -0.80, 1.67], [0.03, -0.07, -0.89], [-0.05, 0.17, 0.18], [0.28, -0.34, 0.80], [0.80, -0.13, -0.10], [-0.14, 0.04, 0.74], [-0.46, -0.70, -0.06], [-0.01, 0.52, -0.73], [-0.60, -0.36, -0.02], [-0.76, 1.24, -1.51], [0.26, -0.01, 0.64], [0.04, 0.65, -0.20], [0.60, -0.34, -0.09], [0.01, 0.73, 0.02], [0.45, -0.41, -0.17], [-0.87, 0.11, 0.20], [0.78, -0.47, 0.09], [0.31, 1.72, -1.47], [0.17, 0.49, -0.09], [-0.15, 0.26, 0.49], [0.37, 0.82, -0.04]], "multiplicity": 1, "homo_ev": -7.81, "total_energy_ha": -1511.7643}